Entry 1:
Molecular formula: C19H20As2I2NOPt
Method: DFT, ωB97M-V/def2-TZVPD

```
46
Properties=species:S:1:pos:R:3:forces:R:3:mulliken_charge:R:1
Pt -0.2110 0.3056 0.9029 0.0 -0.3 -0.2 0.66
C 3.3014 1.1253 1.7616 0.0 0.0 0.1 -1.11
As 2.0653 0.3289 0.5336 -0.1 0.1 -0.1 0.51
C 2.5942 -1.4990 0.3468 0.0 -0.1 0.0 -1.18
C 2.4394 1.1744 -1.1502 0.2 -0.1 0.0 0.42
C 3.6452 1.0427 -1.8307 0.0 0.0 0.0 -0.66
C 3.8139 1.7049 -3.0373 -0.1 0.0 0.0 -0.71
C 2.7918 2.4984 -3.5535 0.0 0.0 0.0 -0.72
C 1.5952 2.6347 -2.8659 0.1 0.0 0.0 -0.65
C 1.4269 1.9606 -1.6610 -0.1 0.2 -0.1 0.40
As -0.1680 2.0644 -0.5931 0.1 -0.1 0.1 0.50
C -0.2662 3.9000 -0.0511 -0.1 0.1 0.1 -1.11
C -1.6310 1.7817 -1.7919 -0.1 0.0 -0.1 -1.17
H 4.2883 1.0459 1.3075 0.1 0.0 0.1 0.42
H 3.2800 0.5940 2.7102 0.0 0.0 0.0 0.41
H 3.0413 2.1684 1.9196 0.0 0.0 0.0 0.34
H 3.6360 -1.5201 0.0294 0.0 -0.1 0.0 0.46
H 1.9427 -1.9568 -0.3952 0.0 0.0 0.0 0.35
H 2.4872 -2.0106 1.3010 0.0 0.0 0.0 0.45
H 4.4475 0.4287 -1.4397 0.0 0.0 0.0 0.38
H 4.7434 1.6004 -3.5809 0.0 0.0 0.0 0.41
H 2.9289 3.0090 -4.4974 0.0 0.0 0.0 0.41
H 0.8083 3.2551 -3.2778 0.0 0.0 0.0 0.38
H -0.1605 4.5017 -0.9528 0.0 0.1 0.0 0.42
H 0.5382 4.1197 0.6455 0.0 0.0 0.0 0.34
H -1.2252 4.0973 0.4223 0.0 0.0 0.0 0.41
H -1.5547 2.5089 -2.5992 -0.1 0.0 -0.1 0.46
H -2.5706 1.9156 -1.2602 0.0 0.0 0.0 0.45
H -1.5587 0.7626 -2.1672 0.0 0.0 0.0 0.34
I -1.4644 -3.7957 -2.6401 0.1 0.0 -0.2 0.04
C -2.1586 -3.3615 -0.7448 -0.2 -0.1 0.1 -0.31
C -3.1250 -4.2006 -0.1629 0.1 0.1 0.0 -0.42
C -3.6146 -3.9556 1.0903 0.1 0.1 0.0 -0.40
I -5.0384 -5.2518 1.8708 -0.1 -0.1 0.1 0.11
C -3.1388 -2.8335 1.8158 0.0 0.0 0.0 0.63
C -3.5744 -2.4972 3.1099 0.0 0.0 0.0 -0.35
C -3.0744 -1.3978 3.7619 0.0 0.0 0.0 -0.91
C -2.1265 -0.6170 3.1169 0.1 0.1 -0.2 -0.04
N -1.6820 -0.8956 1.8911 -0.1 0.0 0.1 -0.42
C -2.1664 -1.9934 1.2171 0.0 0.1 0.1 0.47
C -1.6387 -2.2389 -0.1040 0.0 0.1 0.1 0.43
O -0.7578 -1.4538 -0.6117 0.0 0.0 0.1 -0.78
H -3.4830 -5.0547 -0.7216 0.0 0.0 0.0 0.34
H -4.3160 -3.1229 3.5897 0.0 0.0 0.0 0.20
H -3.4031 -1.1320 4.7561 0.0 0.0 0.0 0.40
H -1.7070 0.2597 3.5898 0.0 0.0 0.0 0.42
```
Positions in Å, forces in eV/Å.

Properties
- LUMO (alpha / beta) (eV) = -4.58 / -4.58
- highest occupied orbital energy (alpha / beta) (eV) = -9.68 / -9.68
- Kohn-Sham gap (alpha / beta) (eV) = 5.11 / 5.11
- total charge = +1

Entry 2:
Molecular formula: C19H20AuFIN4O4Si
Method: DFT, ωB97M-V/def2-TZVPD

```
51
Properties=species:S:1:pos:R:3:forces:R:3:mulliken_charge:R:1
Au -0.6245 0.2075 0.2355 -0.1 0.0 -0.1 1.16
C -3.4829 -1.1639 -1.2690 0.0 0.1 0.0 -0.92
Si -2.3486 -2.4078 -0.5024 0.1 0.0 0.0 -0.08
C -2.5864 -2.5168 1.3352 0.0 0.0 0.1 -0.94
C -2.6915 -4.0796 -1.2386 0.1 -0.1 0.0 -1.22
N -0.6569 -1.7488 -0.6912 0.0 0.0 0.1 -0.05
C 0.3820 -2.1933 -1.3946 0.0 -0.1 0.0 0.87
C 0.3141 -3.3494 -2.2424 -0.1 0.0 0.0 -0.20
C 1.3852 -3.7833 -2.9718 0.1 0.0 0.0 -0.97
C 2.6085 -3.1033 -2.9061 0.0 0.0 0.0 -0.33
C 2.7425 -1.9850 -2.0907 0.0 0.0 0.0 -0.76
C 1.6675 -1.5551 -1.3626 0.0 0.1 0.1 0.44
F 1.8397 -0.4875 -0.5684 0.0 -0.1 -0.1 -0.20
H -4.5091 -1.5186 -1.1475 0.0 0.0 0.0 0.47
H -3.2883 -1.0463 -2.3364 0.0 0.0 0.0 0.33
H -3.4089 -0.1792 -0.8073 0.0 0.0 0.0 0.26
H -3.5845 -2.9140 1.5329 0.0 0.0 0.0 0.40
H -2.5178 -1.5443 1.8264 0.0 0.0 0.0 0.34
H -1.8688 -3.1983 1.7966 0.0 0.0 0.0 0.29
H -3.7127 -4.3249 -0.9339 0.0 0.0 0.0 0.39
H -2.0440 -4.8732 -0.8632 0.0 0.0 0.0 0.39
H -2.6765 -4.0857 -2.3291 0.0 0.0 0.0 0.39
H -0.6203 -3.8798 -2.3080 0.0 0.0 0.0 0.20
H 1.2844 -4.6547 -3.6030 0.0 0.0 0.0 0.44
H 3.4540 -3.4460 -3.4860 0.0 0.0 0.0 0.41
H 3.6756 -1.4451 -2.0108 0.0 0.0 0.0 0.47
I 0.7778 -1.6611 6.0809 0.0 0.0 0.0 0.20
C 0.4751 -0.5652 4.3717 0.0 0.0 0.0 -0.78
C 0.4787 0.8078 4.2421 0.0 0.0 0.0 -0.05
N 0.2417 1.0821 2.9520 0.0 0.0 0.0 0.04
N 0.0887 -0.0429 2.2344 -0.1 0.0 0.1 -0.15
C 0.2229 -1.0524 3.0865 0.1 0.0 -0.1 -0.28
H 0.6317 1.5857 4.9701 0.0 0.0 0.0 0.47
H 0.1237 1.9791 2.4995 0.0 0.0 0.0 0.26
H 0.1516 -2.0718 2.7481 0.0 0.0 0.0 0.52
O -0.9244 2.3991 0.4537 0.1 0.0 0.0 -0.86
C -1.4414 2.4326 -0.7085 0.0 0.0 -0.1 0.66
O -1.4713 1.3685 -1.4013 0.0 0.1 0.1 -0.73
C -2.0304 3.6780 -1.2411 0.1 -0.1 0.0 0.49
C -1.5793 4.9182 -0.8006 -0.1 0.0 0.0 -0.59
C -2.1398 6.0779 -1.3117 0.0 0.0 0.0 -0.53
C -3.1644 6.0042 -2.2444 0.0 0.0 0.0 -0.55
C -3.5968 4.7575 -2.6539 -0.1 0.0 -0.1 0.04
C -3.0459 3.5857 -2.1831 0.1 0.0 -0.1 -0.53
N -4.6925 4.6689 -3.6470 0.2 0.0 0.0 1.04
O -5.0591 3.5596 -3.9697 -0.1 -0.1 0.0 -0.60
O -5.1337 5.7081 -4.0805 -0.1 0.1 0.0 -0.60
H -0.7910 4.9688 -0.0619 0.0 0.0 0.0 0.43
H -1.7831 7.0436 -0.9826 0.0 0.0 0.0 0.41
H -3.6284 6.8901 -2.6530 0.0 0.0 0.0 0.51
H -3.4005 2.6316 -2.5441 0.0 0.0 0.0 0.61
```
Positions in Å, forces in eV/Å.

Properties
- LUMO (alpha / beta) (eV) = -2.55 / -5.31
- multiplicity = 3
- highest occupied orbital energy (alpha / beta) (eV) = -11.86 / -11.86
- Kohn-Sham gap (alpha / beta) (eV) = 9.31 / 6.55
- total charge = +1

Entry 3:
Molecular formula: C19H20Cl2N6O4S2Ti
Method: DFT, ωB97M-V/def2-TZVPD

```
54
Properties=species:S:1:pos:R:3:forces:R:3:mulliken_charge:R:1
Ti -0.1427 0.9684 -0.4092 -0.2 0.0 -0.4 0.62
C 1.0030 -2.9118 1.1792 0.0 0.0 0.0 -0.46
O 2.1199 -2.1035 1.5931 -0.1 0.1 0.0 -0.41
C 2.0454 -0.8278 1.2195 0.2 0.0 -0.5 0.40
O 1.1344 -0.3990 0.5191 -0.2 -0.1 0.2 -0.29
N 3.1482 -0.1104 1.5341 -0.1 -0.1 0.0 -0.05
N 3.0740 1.2970 1.4868 0.1 0.0 0.1 -0.77
H 1.2224 -3.9084 1.5519 0.0 0.0 0.0 0.21
H 0.9014 -2.9096 0.0951 0.0 0.0 0.0 0.33
H 0.0823 -2.5375 1.6192 -0.1 0.0 0.0 0.08
H 3.6599 -0.4616 2.3272 0.0 0.0 0.0 0.32
H 2.3440 1.5723 2.1489 0.0 0.0 0.0 0.28
H 2.7466 1.5515 0.5567 0.0 0.0 0.0 0.32
N -6.0530 -0.0125 -5.9114 0.0 0.0 0.0 -0.67
C -5.2872 -0.0395 -4.7229 0.0 0.0 0.0 1.10
C -5.6555 -0.8669 -3.6673 0.0 0.0 0.0 -0.69
C -4.9043 -0.8882 -2.5005 0.0 0.0 0.0 -0.42
C -3.7950 -0.0709 -2.3793 0.1 0.1 -0.1 -0.35
C -3.4334 0.7754 -3.4212 0.0 0.0 0.0 -0.40
C -4.1771 0.7907 -4.5859 0.0 0.0 0.0 -0.70
S -2.7443 -0.2035 -0.9588 -0.2 -0.2 0.2 1.92
O -2.3688 1.2022 -0.6450 0.2 -0.1 0.0 -0.65
O -3.5333 -0.8470 0.0703 0.0 0.0 0.0 -0.85
N -1.4728 -1.0300 -1.3114 -0.1 0.1 -0.1 -0.60
C -0.8307 -0.5908 -2.5164 0.0 -0.1 0.1 0.06
N 0.0198 0.5094 -2.2700 0.1 0.0 0.1 0.52
C 0.5695 1.0587 -3.4461 0.0 0.0 0.1 -0.70
C 0.3711 0.4444 -4.6559 0.0 0.0 -0.1 -0.31
C -0.3983 -0.7138 -4.7611 0.0 0.0 0.0 -0.80
N -1.0244 -1.1981 -3.6308 0.0 0.0 0.0 -0.51
H -6.4917 -0.9016 -6.1014 0.0 0.0 0.0 0.23
H -5.5000 0.2687 -6.7082 0.0 0.0 0.0 0.24
H -6.5278 -1.5050 -3.7660 0.0 0.0 0.0 0.26
H -5.1648 -1.5409 -1.6784 0.0 0.0 0.0 0.44
H -2.5545 1.4015 -3.3247 0.0 0.0 0.0 0.28
H -3.8773 1.4308 -5.4080 0.0 0.0 0.0 0.24
H 1.1864 1.9344 -3.3071 0.0 0.0 0.0 0.40
H 0.8339 0.8735 -5.5400 0.0 0.0 0.0 0.33
H -0.5789 -1.2326 -5.6925 0.0 0.0 0.0 0.37
Cl -0.9767 1.1112 2.3061 0.0 -0.2 0.2 -0.10
C -0.9493 -0.4051 3.2090 -0.1 0.1 -0.2 0.64
C -2.0273 -1.2472 3.0177 0.0 0.0 -0.1 -0.93
C -2.0747 -2.4667 3.6784 -0.2 0.0 -0.1 -0.41
C -1.0369 -2.8181 4.5228 0.1 0.1 0.0 -0.77
C 0.0292 -1.9520 4.6972 -0.1 -0.2 0.0 0.64
Cl 1.2913 -2.4967 5.7811 0.0 0.0 0.0 -0.26
C 0.1366 -0.6925 4.0634 0.3 0.0 0.1 -0.37
S 1.4585 0.3728 4.3293 0.1 0.2 0.1 -0.41
H -2.8010 -0.9627 2.3180 0.0 0.0 0.0 0.37
H -2.9094 -3.1374 3.5190 0.0 0.0 0.0 0.36
H -1.0371 -3.7642 5.0486 0.0 0.0 0.0 0.38
C 0.6602 2.6829 -0.3565 0.1 0.1 0.1 -1.00
H 1.2439 3.1636 0.4376 0.0 0.0 0.0 0.38
H 0.5183 3.3663 -1.2039 0.0 0.0 0.0 0.17
```
Positions in Å, forces in eV/Å.

Properties
- LUMO (alpha / beta) (eV) = 4.48 / 4.48
- highest occupied orbital energy (alpha / beta) (eV) = 1.10 / 1.09
- Kohn-Sham gap (alpha / beta) (eV) = 3.38 / 3.39
- total charge = -2

We obtain energy relative to the best compared isomer or geometry (same formula, charge and spin) values of 55.8, 0.0, 4.4 kcal/mol for the records listed above, in that order.
We obtain molecular weight values of 877.11, 739.35, 579.31 g/mol for the records listed above, in that order.
We obtain F_max values of 0.3, 0.2, 0.5 eV Å⁻¹ for the records listed above, in that order.